a) 35
Properties=species:S:1:pos:R:3 method="wB97M-V/def2-TZVPD" lumo_ev=0.000 smiles="Cc1ccc2c(c1)[C@](O)(CC(=O)c1cccnc1)C(=O)N2" charge=0 homo_lumo_gap_ev=8.55
C 0.464 3.517 -0.688
C 1.263 2.293 -0.361
C 2.559 2.390 0.123
C 3.315 1.267 0.434
C 2.727 0.033 0.259
C 1.416 -0.085 -0.209
C 0.684 1.033 -0.529
C 1.051 -1.546 -0.221
O 0.560 -2.004 -1.455
C 0.086 -1.903 0.957
C -0.831 -0.755 1.335
O -0.528 0.012 2.222
C -2.118 -0.629 0.613
C -2.361 -1.163 -0.652
C -3.607 -0.971 -1.224
C -4.562 -0.255 -0.516
N -4.341 0.259 0.684
C -3.156 0.079 1.228
C 2.406 -2.216 0.103
O 2.627 -3.402 0.030
N 3.270 -1.237 0.461
H -0.371 3.611 0.006
H 1.074 4.413 -0.619
H 0.053 3.447 -1.694
H 2.998 3.368 0.260
H 4.325 1.361 0.800
H -0.321 0.946 -0.911
H 0.843 -2.925 -1.554
H -0.482 -2.790 0.676
H 0.689 -2.130 1.839
H -1.584 -1.680 -1.195
H -3.830 -1.362 -2.205
H -5.548 -0.078 -0.924
H -3.003 0.509 2.209
H 4.230 -1.407 0.717

---

b) 35
Properties=species:S:1:pos:R:3 method="wB97M-V/def2-TZVPD" lumo_ev=-0.083 smiles="CN(O)C(=O)/C=C/c1ccc2c(c1)Nc1ccccc1O2" charge=0 homo_lumo_gap_ev=7.25
C 5.705 2.123 -0.327
N 5.181 2.644 0.958
O 6.072 3.438 1.774
C 3.998 2.224 1.466
O 3.695 2.496 2.620
C 3.026 1.564 0.548
C 1.928 0.831 0.996
C 0.798 0.380 0.218
C 0.675 0.647 -1.169
C -0.499 0.336 -1.833
C -1.515 -0.344 -1.152
C -1.365 -0.679 0.222
C -0.239 -0.284 0.903
N -2.347 -1.374 0.913
C -3.462 -1.799 0.210
C -4.459 -2.554 0.814
C -5.545 -3.051 0.079
C -5.607 -2.809 -1.302
C -4.661 -2.005 -1.896
C -3.601 -1.448 -1.164
O -2.655 -0.674 -1.847
H 5.523 1.055 -0.438
H 5.170 2.638 -1.133
H 6.769 2.298 -0.348
H 5.540 3.827 2.513
H 3.185 1.729 -0.501
H 1.899 0.733 2.062
H 1.486 1.090 -1.730
H -0.601 0.566 -2.896
H -0.155 -0.388 2.004
H -2.113 -1.838 1.792
H -4.331 -2.777 1.885
H -6.286 -3.655 0.563
H -6.454 -3.204 -1.867
H -4.755 -1.739 -2.939

---

a) is the most stable structure; the next one sits 279.1 kJ/mol above it.

---

a) 9
Properties=species:S:1:pos:R:3 method="wB97M-V/def2-TZVPD" lumo_ev=-0.029 smiles="C=C(F)C(=O)S" charge=0 homo_lumo_gap_ev=10.28
C 0.950 -0.382 -0.896
C -0.036 0.463 -0.595
F -0.277 1.522 -1.324
C -1.045 0.371 0.523
O -2.045 1.028 0.425
S -0.799 -0.620 1.979
H 1.576 -0.213 -1.777
H 1.168 -1.201 -0.191
H 0.508 -0.969 1.856

---

b) 9
Properties=species:S:1:pos:R:3 method="wB97M-V/def2-TZVPD" lumo_ev="-1.123 / -1.115" charge=0 homo_lumo_gap_ev="7.37 / 7.39"
C 0.626 1.215 -0.687
C -0.470 -1.152 0.008
C 0.022 -0.207 0.919
O 1.732 1.056 -0.971
F -0.829 0.429 1.685
S -2.023 -1.052 -0.635
H -0.158 1.833 -1.127
H 0.116 -1.847 -0.545
H 0.985 -0.275 1.353

---

c) 9
Properties=species:S:1:pos:R:3 method="wB97M-V/def2-TZVPD" lumo_ev=-1.653 smiles="O=C(C=S)CF" charge=0 homo_lumo_gap_ev=7.70
O -1.604 -0.406 0.844
C -0.599 -0.040 0.192
C -0.671 0.936 -0.930
S 0.535 1.752 -1.547
C 0.723 -0.675 0.674
F 1.684 -0.661 -0.344
H -1.634 0.961 -1.431
H 1.102 -0.194 1.532
H 0.465 -1.673 1.009

---

a) is the most stable structure; the next one sits 62.3 kJ/mol above it.

---

a) 99
Properties=species:S:1:pos:R:3 method="wB97M-V/def2-TZVPD" lumo_ev=-1.422 charge=0 homo_lumo_gap_ev=4.93
Ca 0.074 2.158 0.432
N -2.009 0.578 2.736
C -1.110 1.240 3.473
N -1.078 1.045 4.794
C -0.187 1.787 5.444
N -0.082 1.609 6.773
N 0.641 2.701 4.892
C 0.558 2.771 3.576
N -0.256 2.056 2.808
C 1.449 3.775 2.909
C 1.853 4.895 3.622
C 2.617 5.852 2.976
C 2.967 5.647 1.653
C 2.534 4.487 1.031
N 1.790 3.567 1.634
H -2.735 0.096 3.238
H -2.195 0.911 1.775
H -0.771 1.045 7.237
H 0.488 2.246 7.298
H 1.551 5.004 4.652
H 2.928 6.747 3.496
H 3.554 6.369 1.104
H 2.786 4.293 -0.007
Br -4.968 7.105 0.613
C -4.071 5.446 0.511
C -4.781 4.260 0.511
Br -6.666 4.255 0.632
C -4.081 3.048 0.423
Br -4.984 1.380 0.429
C -2.698 2.987 0.321
O -2.043 1.843 0.221
C -1.954 4.220 0.355
O -0.648 4.187 0.314
C -2.672 5.412 0.440
Br -1.635 6.995 0.465
C 3.538 -0.910 0.429
C 3.413 -0.832 1.961
C 2.425 0.319 2.193
O 1.824 0.585 0.921
C 2.867 0.367 -0.043
H 2.973 -1.763 0.046
H 4.565 -0.995 0.077
H 4.365 -0.622 2.448
H 3.032 -1.770 2.362
H 2.937 1.225 2.535
H 1.626 0.082 2.892
H 3.552 1.225 -0.014
H 2.408 0.293 -1.028
C 0.131 -2.607 2.979
O 0.293 -2.660 1.551
C -0.582 -3.414 0.861
O -1.500 -4.020 1.344
C -0.320 -3.305 -0.613
C -0.283 -4.414 -1.349
As -0.274 -4.639 -3.358
C -2.204 -4.337 -3.562
C 0.457 -2.808 -3.258
C -0.369 -1.777 -3.002
As -0.278 -1.335 -1.074
C -2.183 -1.150 -0.629
C -1.439 -1.236 -3.884
O -2.280 -0.472 -3.469
O -1.347 -1.343 -5.224
C -0.450 -2.150 -5.976
C 1.835 -2.782 -2.675
O 2.461 -1.770 -2.471
O 2.367 -4.005 -2.583
C 3.713 -4.054 -2.094
C -0.215 -5.741 -0.673
O 0.416 -5.993 0.319
O -0.920 -6.652 -1.366
C -0.901 -7.985 -0.834
H 0.070 -1.556 3.260
H 1.004 -3.072 3.434
H -0.773 -3.128 3.279
H -2.680 -5.102 -2.948
H -2.496 -4.495 -4.599
H -2.547 -3.365 -3.220
H -2.789 -1.880 -1.155
H -2.508 -0.134 -0.831
H -2.240 -1.330 0.448
H -0.606 -1.846 -7.009
H -0.686 -3.208 -5.887
H 0.589 -1.974 -5.695
H 3.773 -3.588 -1.111
H 4.380 -3.538 -2.782
H 3.964 -5.108 -2.032
H -1.293 -8.623 -1.621
H -1.533 -8.038 0.051
H 0.115 -8.273 -0.570
N -0.958 2.233 -3.733
C -0.186 2.729 -2.760
O 0.274 2.001 -1.876
C 0.156 4.198 -2.751
I -1.434 5.493 -3.308
H -1.348 1.305 -3.598
H -1.462 2.868 -4.331
H 0.973 4.384 -3.446
H 0.419 4.475 -1.734

---

b) 99
Properties=species:S:1:pos:R:3 method="wB97M-V/def2-TZVPD" lumo_ev=-0.271 charge=0 homo_lumo_gap_ev=6.47
Ca 0.168 -1.741 -1.642
N 0.239 -3.274 1.721
C 1.507 -2.940 1.402
N 2.420 -3.051 2.363
C 3.655 -2.714 1.993
N 4.622 -2.771 2.922
N 4.025 -2.337 0.755
C 3.040 -2.283 -0.119
N 1.755 -2.548 0.139
C 3.399 -1.899 -1.516
C 4.579 -1.222 -1.772
C 4.876 -0.881 -3.084
C 4.000 -1.252 -4.087
C 2.834 -1.916 -3.733
N 2.526 -2.233 -2.475
H 0.034 -3.337 2.702
H -0.512 -2.943 1.138
H 4.368 -2.937 3.879
H 5.531 -2.412 2.694
H 5.228 -0.957 -0.951
H 5.770 -0.318 -3.314
H 4.180 -0.996 -5.122
H 2.097 -2.172 -4.486
Br 2.967 2.038 -6.785
C 2.345 1.537 -5.072
C 2.934 2.042 -3.928
Br 4.381 3.253 -4.043
C 2.457 1.640 -2.669
Br 3.241 2.282 -1.070
C 1.400 0.744 -2.518
O 0.955 0.330 -1.357
C 0.815 0.187 -3.716
O -0.080 -0.756 -3.596
C 1.288 0.625 -4.951
Br 0.522 -0.217 -6.466
C -4.287 -0.457 -1.932
C -4.401 -1.956 -1.651
C -3.172 -2.201 -0.796
O -2.160 -1.355 -1.370
C -2.781 -0.233 -2.047
H -4.692 0.113 -1.097
H -4.805 -0.159 -2.843
H -4.341 -2.537 -2.573
H -5.322 -2.221 -1.135
H -2.803 -3.227 -0.839
H -3.342 -1.898 0.240
H -2.411 -0.230 -3.071
H -2.445 0.686 -1.563
C -0.037 -2.064 5.291
O -0.608 -1.179 4.316
C -0.097 0.066 4.349
O 0.866 0.368 4.996
C -0.767 0.957 3.344
C -1.525 1.969 3.776
As -2.463 3.462 2.795
C -1.288 4.990 3.131
C -1.857 2.594 1.140
C -0.572 2.233 1.016
As -0.216 0.371 1.479
C 1.704 0.402 1.835
C 0.528 3.226 1.254
O 1.129 3.324 2.292
O 0.824 4.030 0.230
C 0.341 3.718 -1.090
C -2.972 1.653 0.778
O -3.063 0.496 1.098
O -3.951 2.183 0.017
C -3.832 3.507 -0.514
C -1.839 2.043 5.236
O -1.848 1.130 6.019
O -2.079 3.320 5.594
C -2.386 3.518 6.980
H -0.623 -2.980 5.240
H -0.115 -1.628 6.284
H 1.009 -2.261 5.059
H -1.799 5.598 3.875
H -1.193 5.561 2.207
H -0.307 4.698 3.486
H 2.024 1.297 2.360
H 2.197 0.314 0.869
H 1.918 -0.472 2.452
H 1.030 4.203 -1.775
H -0.663 4.118 -1.226
H 0.351 2.642 -1.269
H -4.620 3.593 -1.256
H -2.864 3.660 -0.988
H -3.984 4.251 0.269
H -2.561 4.583 7.094
H -1.551 3.197 7.598
H -3.274 2.950 7.254
N 0.603 -4.951 -3.852
C -0.404 -4.224 -3.354
O -0.490 -3.979 -2.148
C -1.412 -3.695 -4.338
I -3.144 -4.938 -4.291
H 1.329 -5.256 -3.225
H 0.701 -5.116 -4.838
H -1.047 -3.687 -5.360
H -1.709 -2.691 -4.046

---

b) is the most stable structure; the next one sits 39.0 kJ/mol above it.

---

a) 20
Properties=species:S:1:pos:R:3 method="wB97M-V/def2-TZVPD" lumo_ev=0.518 charge=0 homo_lumo_gap_ev=9.02
C -2.045 1.020 0.349
C -1.910 -0.120 -0.740
C -0.390 -0.631 -0.956
C 0.891 -0.482 -0.112
C 1.889 0.430 -0.807
C 0.740 0.092 1.234
H -2.431 0.497 1.556
H -0.821 1.599 0.378
H -2.990 1.736 -0.505
H -2.491 0.187 -1.708
H -0.172 -1.210 -1.856
H 1.233 1.284 -0.940
H 2.818 0.440 -0.175
H 2.351 -0.260 -1.725
H 0.577 1.221 1.105
H 1.685 0.132 1.583
H 0.198 -0.471 2.002
H 1.177 -2.145 1.161
O 1.518 -1.756 0.049
S -1.827 -1.562 0.109

---

b) 20
Properties=species:S:1:pos:R:3 method="wB97M-V/def2-TZVPD" lumo_ev=0.769 smiles="C=[S@@]1(=O)CC[C@H](C)C1" charge=0 homo_lumo_gap_ev=8.73
C 0.498 2.702 0.700
S 0.512 1.596 -0.530
O 0.585 2.178 -1.879
C 1.674 0.178 -0.278
C 0.841 -1.078 -0.410
C -0.562 -0.840 0.319
C -1.513 -2.051 0.266
C -1.086 0.435 -0.224
H 1.120 3.469 0.420
H 0.865 2.332 1.693
H 1.706 0.439 0.804
H 2.566 0.281 -0.948
H 0.468 -1.278 -1.374
H 1.382 -2.017 -0.055
H -0.408 -0.649 1.404
H -1.050 -2.759 1.037
H -1.558 -2.650 -0.647
H -2.613 -1.764 0.511
H -1.634 0.349 -1.129
H -1.793 1.126 0.322

---

b) is the most stable structure; the next one sits 344.9 kJ/mol above it.